The following is a DFT calculation (ωB97M-V with the def2-TZVPD basis set) of a structure of composition C3H3OYb.

## Properties
* electronic energy: -1349.7827 Ha
* HOMO-LUMO gap (spin up / spin down): 5.791 / 6.115 eV
* multiplicity: 2
* ⟨S²⟩: 0.76

```
8
C3H3OYb (ωB97M-V with the def2-TZVPD basis set)
C 0.02368 -0.86428 -1.45319
C 0.41712 -1.58621 -0.54031
H -0.16327 -0.46064 -2.43617
H 0.87412 -2.44680 -0.07545
C 0.05568 0.79812 0.85181
O -1.09751 1.30085 0.64175
Yb -0.99767 2.16588 2.85020
H 0.88785 1.09308 0.16136
```

Mulliken population analysis, charges in e, atoms 1 to 5:
1. C -0.33
2. C -0.26
3. H 0.30
4. H 0.30
5. C -0.21

The following is a DFT calculation (ωB97M-V with the def2-TZVPD basis set) of a structure of composition C11H23CoF5NO3P2Te.

## Properties
* charge: +1
* electronic energy: -3546.0142 Ha
* HOMO-LUMO gap (spin up / spin down): 7.206 / 6.419 eV
* multiplicity: 4
* energy relative to the best compared isomer or geometry (same formula, charge and spin): 4.2 kcal per mole
* ⟨S²⟩: 3.81

```
47
C11H23CoF5NO3P2Te (ωB97M-V with the def2-TZVPD basis set)
Co 0.00545 0.23807 0.49095
P -0.38016 -1.93097 0.83997
C -1.43109 -2.21165 -0.61598
C -2.00269 -1.00688 -1.03923
N -1.46250 0.23628 -0.69878
C -1.97976 1.41911 -1.14791
C -3.18467 1.38918 -1.87746
C -3.75331 0.13156 -2.24184
C -3.11020 -1.02531 -1.91048
C -1.21707 2.67531 -0.81482
P 0.51888 2.25078 -0.42874
H -3.44246 -1.99551 -2.21734
H -3.70950 2.31965 -2.13465
H -4.73300 0.08682 -2.74286
H -1.18628 3.41906 -1.60954
H -1.63053 3.20142 0.04818
H 0.43162 -2.67183 -1.93267
H -1.86711 -3.18876 -0.86574
H 2.25984 -1.05595 -1.50021
O 1.30377 -2.55509 -2.24812
H 1.13412 -2.33349 -3.19271
H 2.40469 -0.34217 0.18339
O 2.83209 -0.52097 -0.97182
H 3.75476 -0.83457 -1.16330
C 1.34622 2.17261 -2.03190
H 1.14672 3.12289 -2.54822
H 2.43361 2.06315 -1.90070
H 0.97145 1.34102 -2.64437
C 1.18886 3.51712 0.60890
H 2.20284 3.23726 0.88180
H 1.18264 4.46389 0.06116
H 0.59778 3.59164 1.51697
C -1.65083 -1.97884 2.12196
H -2.13584 -2.95760 2.01368
H -1.14266 -1.84749 3.07493
H -2.36704 -1.17452 1.93362
C 0.83896 -3.19721 1.07709
H 1.51410 -2.86769 1.87631
H 0.28271 -4.09090 1.40604
H 1.42192 -3.40471 0.16754
F 1.71363 0.82674 5.10694
Te 1.83685 0.34059 3.19175
F 3.56632 -0.49543 3.25392
F 1.05070 -1.41337 3.64338
F -0.02352 1.08742 2.99204
F 2.63189 2.09312 2.82660
O 1.83780 -0.12379 1.16226
```

Mulliken population analysis, charges in e, atoms 1 to 5:
1. Co 0.11
2. P 1.51
3. C -1.93
4. C 1.55
5. N 0.33